No. 1
C20H27BN4O3S2Sr | ωB97M-V/def2-TZVPD

Element x y z (Å)
Sr: 0.193 0.655 -0.566
C: -3.413 1.872 3.007
S: -3.756 1.743 1.239
C: -2.616 0.506 0.732
S: -2.667 0.079 -0.948
N: -1.808 0.058 1.643
N: -0.859 -0.877 1.266
C: -1.220 -2.088 1.174
C: -0.263 -3.167 0.854
C: -0.573 -4.467 1.249
C: 0.340 -5.480 1.015
C: 1.537 -5.167 0.394
C: 1.753 -3.849 0.022
N: 0.882 -2.865 0.223
H: -4.048 2.672 3.384
H: -2.366 2.120 3.169
H: -3.651 0.939 3.512
H: -2.250 -2.377 1.388
H: -1.515 -4.666 1.741
H: 0.121 -6.496 1.316
H: 2.282 -5.924 0.195
H: 2.677 -3.571 -0.479
O: 1.269 -1.126 -2.173
C: 2.330 -0.835 -3.065
C: 2.110 0.534 -3.665
C: 2.726 0.883 -4.861
C: 2.553 2.167 -5.346
C: 1.770 3.058 -4.628
C: 1.186 2.623 -3.449
N: 1.354 1.385 -2.979
H: 1.427 -1.927 -1.649
H: 2.381 -1.580 -3.865
H: 3.290 -0.834 -2.536
H: 3.327 0.160 -5.398
H: 3.020 2.467 -6.274
H: 1.613 4.069 -4.974
H: 0.570 3.272 -2.838
C: -1.426 5.067 1.872
C: -0.320 5.368 0.864
C: 0.278 6.737 1.146
O: 0.699 4.363 1.043
B: 0.485 3.310 0.159
O: -0.474 3.739 -0.794
C: -0.772 5.145 -0.601
C: -2.252 5.371 -0.859
C: 0.066 5.925 -1.611
H: -0.983 5.022 2.867
H: -1.888 4.104 1.653
H: -2.199 5.838 1.867
H: 0.556 6.801 2.198
H: -0.451 7.525 0.938
H: 1.169 6.915 0.549
H: -2.865 4.689 -0.273
H: -2.470 5.196 -1.913
H: -2.533 6.400 -0.619
H: 1.129 5.752 -1.443
H: -0.134 6.997 -1.558
H: -0.189 5.585 -2.616

Output
Charge   0
LUMO level   -0.0110 Eh
ΔE to the lowest compared entry with this formula, charge and spin   0.627 eV
Orbital gap   5.80 eV
Energy   -2075.08360 Eh



No. 2
C20H27Br24O3PS | ωB97M-V/def2-TZVPD

Element x y z (Å)
C: -0.403 -2.284 0.953
C: -1.758 -2.392 1.764
P: -3.070 -1.581 0.740
C: -4.712 -2.426 0.890
C: -5.332 -2.558 2.313
O: -3.155 0.099 0.995
S: -3.620 0.545 2.528
O: -2.522 0.382 3.455
O: -3.916 2.180 2.326
C: -2.692 2.964 2.575
C: -1.600 2.729 1.534
C: -1.834 2.805 0.159
C: -0.762 2.621 -0.744
C: 0.514 2.362 -0.237
C: 1.718 2.199 -1.176
C: 0.753 2.241 1.138
C: -0.317 2.427 2.012
H: -0.598 -1.676 0.050
H: -0.123 -3.293 0.623
H: 0.381 -1.761 1.516
H: -2.002 -3.452 1.951
H: -1.562 -1.919 2.739
H: -4.572 -3.452 0.507
H: -5.426 -1.913 0.227
H: -6.341 -3.006 2.190
H: -5.494 -1.604 2.831
H: -4.786 -3.267 2.958
H: -2.952 4.015 2.493
H: -2.298 2.852 3.599
H: -2.832 3.016 -0.233
H: -0.891 2.681 -1.834
H: 1.410 2.300 -2.231
H: 2.404 3.053 -0.971
H: 2.252 1.259 -0.974
H: 1.751 2.020 1.528
H: -0.130 2.334 3.087
C: -2.989 0.752 -3.960
Br: -3.481 -0.827 -4.956
Br: -3.529 0.650 -2.128
Br: -1.111 1.141 -4.091
H: -3.517 1.584 -4.407
C: 3.360 -4.607 -0.064
Br: 3.569 -3.111 1.136
Br: 1.633 -5.447 0.133
Br: 3.714 -4.115 -1.893
H: 4.096 -5.348 0.217
C: -6.401 5.073 3.221
Br: -6.218 6.671 4.304
Br: -6.721 5.503 1.369
Br: -4.890 3.866 3.402
H: -7.277 4.551 3.582
C: -3.765 -1.870 -8.635
Br: -4.225 -3.543 -7.789
Br: -2.386 -2.099 -9.964
Br: -5.318 -0.986 -9.359
H: -3.361 -1.225 -7.866
C: 4.475 5.945 -1.459
Br: 3.134 4.980 -0.462
Br: 5.950 6.487 -0.340
Br: 5.067 4.944 -3.002
H: 4.009 6.848 -1.829
C: 9.617 8.255 -2.415
Br: 8.831 10.007 -2.592
Br: 10.056 7.848 -0.580
Br: 8.504 6.891 -3.198
H: 10.546 8.266 -2.969
C: 6.503 -7.777 1.601
Br: 8.275 -8.130 0.931
Br: 6.454 -6.186 2.692
Br: 5.199 -7.707 0.178
H: 6.231 -8.609 2.237
C: 2.133 -7.751 3.453
Br: 1.618 -6.783 5.038
Br: 3.614 -8.943 3.793
Br: 0.640 -8.677 2.661
H: 2.473 -7.020 2.730

Output
Charge   0
LUMO level   -0.0115 Eh
Orbital gap   7.62 eV
Energy   -63519.66682 Eh



No. 3
C20H27F2N7O6 | ωB97M-V/def2-TZVPD

Element x y z (Å)
O: -3.635 0.072 -0.507
C: -2.409 -0.033 -0.189
O: -1.693 -1.173 -0.199
C: -0.346 -0.912 -0.005
C: -0.530 0.234 0.882
F: 0.543 1.107 0.788
O: -1.690 0.912 0.411
H: 0.288 -1.539 0.621
H: 0.284 -0.614 -0.844
H: -0.699 -0.029 1.926
O: 2.707 -0.175 -1.115
C: 3.300 -0.905 -1.956
O: 2.752 -1.075 -3.260
C: 3.339 -2.234 -3.770
C: 4.692 -2.199 -3.091
F: 5.546 -1.408 -3.792
O: 4.392 -1.630 -1.830
H: 2.727 -3.136 -3.732
H: 3.407 -2.056 -4.844
H: 5.211 -3.157 -3.117
C: 1.024 -4.086 -1.794
C: 2.301 -4.314 -0.975
N: 3.237 -4.540 -0.333
H: 0.292 -4.654 -1.220
H: 1.234 -4.502 -2.779
H: 0.570 -3.095 -1.823
C: -6.490 0.217 1.523
C: -6.572 -1.073 0.844
N: -6.571 -2.120 0.356
H: -6.549 0.294 2.609
H: -7.146 0.985 1.113
H: -5.495 0.446 1.142
C: -1.756 2.015 3.786
C: -2.699 0.935 3.356
N: -3.338 0.075 2.983
H: -0.860 1.399 3.867
H: -1.898 2.437 4.781
H: -1.557 2.756 3.012
C: 0.203 3.295 -1.025
C: 0.274 4.073 -2.260
N: 0.371 4.708 -3.194
H: 1.062 2.736 -0.654
H: -0.651 2.619 -0.961
H: 0.117 4.091 -0.286
C: 4.392 -1.935 1.739
C: 3.114 -1.390 2.094
N: 2.090 -0.890 2.329
H: 4.456 -3.020 1.666
H: 5.167 -1.740 2.480
H: 4.738 -1.473 0.814
C: 3.398 2.210 2.352
C: 4.163 2.990 3.380
N: 4.770 3.563 4.180
H: 3.295 2.669 1.369
H: 2.511 1.823 2.854
H: 3.903 1.285 2.074
C: -5.621 2.190 -1.566
C: -5.418 1.226 -2.730
N: -5.224 0.561 -3.669
H: -6.373 1.662 -0.978
H: -5.890 3.184 -1.922
H: -4.763 2.339 -0.911

Output
Charge   0
LUMO level   0.0003 Eh
ΔE to the lowest compared entry with this formula, charge and spin   2.442 eV
SMILES   O=C1OC[C@@H](F)O1.O=C1OC[C@@H](F)O1.CC#N.CC#N.CC#N.CC#N.CC#N.CC#N.CC#N
Orbital gap   11.01 eV
Energy   -1812.62296 Eh



No. 4
C20H27FN4OS2Sr | ωB97M-V/def2-TZVPD

Element x y z (Å)
N: -1.310 -4.316 2.341
C: -0.777 -3.487 1.757
C: -0.154 -2.405 0.994
C: 1.366 -2.654 0.857
C: 2.087 -2.192 2.134
C: 2.286 -0.663 2.150
S: 3.824 -0.179 2.970
C: 4.598 0.947 1.868
S: 5.935 1.674 2.405
N: 3.980 1.104 0.601
C: 4.096 2.436 0.008
C: 5.227 2.560 -1.034
O: 6.185 1.540 -0.929
C: 5.653 0.255 -1.085
C: 4.320 0.038 -0.333
C: -0.933 -2.218 -0.352
F: -1.956 -3.131 -0.472
C: -0.072 -2.433 -1.551
N: 0.605 -2.439 -2.481
C: -1.559 -0.815 -0.462
C: -2.565 -0.661 -1.630
C: -3.973 -0.247 -1.171
C: -3.958 1.169 -0.601
N: -5.265 1.642 -0.267
C: -6.396 1.629 -1.057
C: -7.406 2.217 -0.354
C: -6.886 2.609 0.905
C: -5.573 2.246 0.930
H: -0.304 -1.496 1.582
H: 1.786 -2.087 0.027
H: 1.532 -3.724 0.740
H: 1.536 -2.507 3.018
H: 3.067 -2.665 2.156
H: 2.259 -0.245 1.147
H: 1.474 -0.186 2.704
H: 3.146 2.655 -0.496
H: 4.217 3.179 0.788
H: 5.757 3.495 -0.872
H: 4.815 2.595 -2.052
H: 6.395 -0.443 -0.706
H: 5.522 0.025 -2.152
H: 3.497 -0.119 -1.046
H: 4.397 -0.887 0.240
H: -0.780 -0.047 -0.477
H: -2.079 -0.668 0.485
H: -2.638 -1.590 -2.210
H: -2.243 0.180 -2.285
H: -4.287 -0.976 -0.425
H: -4.629 -0.291 -2.037
H: -3.344 1.238 0.295
H: -3.490 1.828 -1.352
H: -6.400 1.210 -2.048
H: -8.412 2.362 -0.710
H: -7.413 3.104 1.701
H: -4.848 2.385 1.715
Sr: -0.428 -0.698 -3.941

Output
Charge   +2
LUMO level   -0.3436 Eh
Orbital gap   3.09 eV
Energy   -1998.80938 Eh



No. 5
C20H27N2O3PSSn | ωB97M-V/def2-TZVPD

Element x y z (Å)
C: -2.159 0.094 -3.924
C: -2.078 -1.008 -3.078
C: -1.593 -0.881 -1.764
C: -1.275 0.387 -1.258
C: -1.302 1.482 -2.138
C: -1.799 1.347 -3.441
C: -1.451 -2.158 -0.993
C: -0.630 -3.232 -1.759
N: 0.721 -2.846 -2.061
Sn: -0.773 0.898 0.915
C: -0.719 2.825 -1.763
P: 0.942 2.625 -0.940
H: -2.395 -1.989 -3.440
H: -1.850 2.229 -4.083
H: -2.489 -0.024 -4.955
H: -1.363 3.386 -1.065
H: -0.528 3.451 -2.649
H: -0.997 -1.991 -0.011
H: -2.446 -2.596 -0.814
H: -0.583 -4.135 -1.119
C: 1.447 4.383 -0.960
C: 1.866 1.893 -2.355
H: -1.116 -3.495 -2.708
C: 1.161 -2.600 -3.401
C: 1.695 -2.813 -1.007
H: 1.843 0.918 2.034
H: 1.850 -3.392 -3.750
H: 0.294 -2.549 -4.073
H: 1.720 -1.648 -3.447
H: 2.135 -3.817 -0.832
H: 2.520 -2.140 -1.293
H: 1.253 -2.467 -0.055
H: 1.758 2.503 -3.263
H: 2.925 1.829 -2.069
H: 1.496 0.878 -2.550
H: 1.252 4.815 -1.950
H: 0.870 4.919 -0.195
H: 2.511 4.460 -0.706
H: 2.103 1.280 1.452
O: 0.102 -1.679 1.847
C: -0.919 -1.527 2.561
N: -1.767 -0.492 2.303
S: -2.924 -0.115 3.486
O: -2.541 1.131 4.098
O: -4.241 -0.277 2.937
C: -2.396 -1.541 4.402
C: -2.870 -1.914 5.654
C: -2.308 -3.047 6.259
C: -1.296 -3.776 5.607
C: -0.818 -3.372 4.362
C: -1.375 -2.234 3.767
H: -3.650 -1.323 6.129
H: -2.658 -3.371 7.238
H: -0.885 -4.660 6.093
H: -0.035 -3.914 3.834

Output
Charge   0
LUMO level   -0.0205 Eh
ΔE to the lowest compared entry with this formula, charge and spin   0.579 eV
Orbital gap   6.86 eV
Energy   -2067.28875 Eh



No. 6
C20H27N6SSn | ωB97M-V/def2-TZVPD

Element x y z (Å)
Sn: -0.153 0.584 -0.371
C: -3.856 0.693 2.254
C: -2.785 0.415 1.260
N: -1.541 0.679 1.419
C: -0.991 1.311 2.619
C: 0.118 2.288 2.223
N: 1.042 1.744 1.187
C: 2.190 0.936 1.660
C: 1.807 -0.529 1.806
N: 1.137 -1.003 0.560
C: 2.063 -1.634 -0.444
C: 1.568 -1.454 -1.910
N: 0.179 -1.034 -1.854
C: -0.799 -1.583 -2.476
C: -0.654 -2.608 -3.544
C: -2.150 -1.192 -1.941
C: -3.387 -1.514 -2.474
C: -4.522 -1.153 -1.753
C: -4.403 -0.525 -0.517
C: -3.128 -0.232 -0.055
N: -2.064 -0.551 -0.778
H: -3.500 0.577 3.275
H: -4.710 0.035 2.117
H: -4.207 1.723 2.130
H: -0.627 0.524 3.283
H: -1.744 1.873 3.169
H: 0.676 2.587 3.111
H: -0.334 3.180 1.793
H: 1.413 2.542 0.678
H: 2.579 1.316 2.605
H: 2.984 1.039 0.917
H: 1.114 -0.679 2.632
H: 2.692 -1.128 2.015
H: 0.468 -1.720 0.835
H: 2.144 -2.692 -0.201
H: 3.052 -1.196 -0.322
H: 1.700 -2.383 -2.461
H: 2.137 -0.685 -2.429
H: 0.057 -2.275 -4.301
H: -1.599 -2.834 -4.026
H: -0.273 -3.540 -3.116
H: -3.485 -2.026 -3.420
H: -5.504 -1.379 -2.148
H: -5.286 -0.275 0.053
S: -1.170 2.593 -1.221
C: 0.395 2.812 -2.030
C: 0.676 3.877 -2.868
C: 1.927 3.931 -3.463
C: 2.859 2.930 -3.200
C: 2.507 1.907 -2.348
N: 1.298 1.842 -1.763
H: -0.071 4.636 -3.053
H: 2.177 4.748 -4.128
H: 3.844 2.946 -3.644
H: 3.221 1.131 -2.098

Output
Charge   +3
LUMO level   -0.3729 Eh
Orbital gap   7.33 eV
Energy   -1718.47140 Eh



No. 7
C20H28As2F24HfN6O8S4 | ωB97M-V/def2-TZVPD

Element x y z (Å)
Hf: 0.133 0.383 -0.215
C: 1.053 4.613 -0.744
F: 2.230 5.022 -0.221
F: 0.013 4.622 0.092
F: 0.722 5.272 -1.898
S: 1.429 2.896 -1.325
O: 2.450 3.107 -2.277
O: 1.622 2.073 -0.064
N: 0.133 2.159 -1.873
S: -0.374 2.448 -3.399
O: 0.625 3.153 -4.044
O: -0.982 1.278 -3.949
C: -1.847 3.718 -3.131
F: -1.510 4.839 -3.785
F: -2.995 3.215 -3.601
F: -2.030 3.995 -1.867
C: 2.743 -2.255 -3.190
F: 2.597 -3.108 -4.167
F: 2.477 -2.838 -2.014
F: 3.943 -1.725 -3.184
S: 1.525 -0.756 -3.490
O: 2.139 0.473 -3.175
O: 1.063 -0.988 -4.797
N: 0.182 -1.011 -2.394
S: -0.740 -2.157 -2.955
O: -1.938 -1.553 -3.479
O: 0.103 -3.026 -3.707
C: -1.357 -3.260 -1.629
F: -0.324 -3.990 -1.141
F: -1.921 -2.556 -0.661
F: -2.273 -4.086 -2.170
As: 1.995 1.158 3.406
F: 1.470 2.707 2.971
F: 3.047 1.598 4.797
F: 2.364 -0.460 3.574
F: 0.947 0.341 1.762
F: 3.195 1.219 2.242
F: 0.585 1.038 4.351
As: -2.529 -1.153 2.535
F: -3.451 -1.880 3.642
F: -2.041 -2.678 1.936
F: -1.398 -0.464 1.093
F: -2.815 0.465 2.944
F: -1.064 -1.086 3.407
F: -3.770 -0.945 1.419
C: 5.197 -1.843 1.409
C: 5.673 -1.294 0.064
C: 4.908 -0.008 -0.349
C: 3.483 -0.267 -0.555
N: 2.356 -0.356 -0.765
H: 4.281 -2.440 1.282
H: 4.957 -0.961 2.042
H: 5.952 -2.443 1.928
H: 5.602 -1.972 -0.790
H: 6.729 -1.023 0.167
H: 5.324 0.396 -1.291
H: 5.044 0.846 0.319
C: -2.456 5.446 2.220
C: -1.771 4.667 3.309
C: -1.798 3.120 3.182
C: -1.419 2.559 1.863
N: -0.980 2.023 0.972
H: -3.526 5.345 2.329
H: -2.181 5.182 1.200
H: -2.245 6.516 2.209
H: -2.227 4.858 4.253
H: -0.731 4.998 3.396
H: -2.788 2.692 3.397
H: -1.058 2.682 3.881
C: 1.229 -5.933 3.065
C: 0.915 -4.940 1.955
C: 1.339 -3.497 2.354
C: 1.057 -2.601 1.263
N: 0.777 -1.893 0.410
H: 1.146 -6.931 2.630
H: 0.544 -5.874 3.909
H: 2.233 -5.779 3.397
H: -0.112 -4.926 1.613
H: 1.515 -5.201 1.061
H: 2.370 -3.435 2.672
H: 0.781 -3.134 3.225
C: -5.079 -1.734 -2.637
C: -5.009 -0.317 -3.135
C: -4.597 0.636 -1.987
C: -3.140 0.593 -1.634
N: -2.049 0.627 -1.309
H: -4.250 -1.863 -1.977
H: -5.115 -2.473 -3.423
H: -6.002 -1.851 -2.030
H: -5.953 0.055 -3.475
H: -4.349 -0.101 -3.973
H: -5.144 0.317 -1.094
H: -4.855 1.711 -2.174

Output
Charge   0
LUMO level   -0.0038 Eh
Orbital gap   9.94 eV
Energy   -10218.76151 Eh



> Look up the energy of the second one.

-63519.66682 Eh